Entry 1:
Below is a molecular structure, C9H15BrClInNO4 in a non-equilibrium geometry, with properties calculated with the ωB97M-V functional and the def2-TZVPD basis.

Structure (ORCA input):
```
! RIJCOSX wB97M-V def2-TZVPD def2/J DEFGRID3
* xyz -1 1
C 1.845 -0.145 -2.895
C 1.215 0.892 -1.840
C -0.387 0.898 -1.749
C -1.078 -0.544 -1.586
C -1.630 -1.164 -2.999
In 0.134 -2.035 -0.382
Cl 1.428 -0.909 1.456
Br -1.533 -3.784 0.732
O 1.441 -3.195 -1.566
C 0.632 -4.000 -2.404
N -0.232 -4.675 -2.934
H 2.458 -0.914 -2.286
H 1.090 -0.684 -3.559
H 2.595 0.399 -3.582
H 1.705 0.791 -0.796
H 1.523 1.952 -2.202
H -0.652 1.490 -0.786
H -0.862 1.499 -2.609
H -2.040 -0.368 -0.961
H -1.020 -0.804 -3.903
H -2.680 -0.686 -3.134
H -1.741 -2.304 -2.946
C -0.706 1.159 4.816
C 0.445 2.111 4.940
O 0.707 2.476 3.594
C -0.443 2.273 2.893
O -0.620 2.635 1.766
O -1.365 1.606 3.640
H -1.376 1.200 5.676
H -0.380 0.126 4.667
H 0.184 3.011 5.507
H 1.322 1.648 5.395
*
```

Properties
- HOMO (eV) = -5.76
- LUMO energy (Ha) = 0.094
- Kohn-Sham gap (eV) = 8.30

***

Entry 2:
Below is 13 unconnected molecules or ions with the total composition C25H50ClNO49S12Si in a non-equilibrium geometry, with properties calculated with the ωB97M-V functional and the def2-TZVPD basis.

Structure (ORCA input):
```
! RIJCOSX wB97M-V def2-TZVPD def2/J DEFGRID3
* xyz 0 1
N 1.353 -0.209 -1.114
C 0.306 -0.461 -0.355
O -0.979 -0.764 0.357
Si -2.196 0.107 -0.629
Cl -3.644 -1.362 -1.296
H -2.809 1.152 0.194
H -1.534 0.703 -1.815
C 3.250 2.568 -0.503
C 4.729 2.564 -0.123
O 5.148 3.922 -0.241
S 3.895 4.897 0.132
O 4.034 5.302 1.513
O 3.710 5.837 -0.949
O 2.718 3.771 0.049
H 3.122 2.605 -1.589
H 2.720 1.699 -0.104
H 5.324 1.919 -0.774
H 4.867 2.257 0.919
C -3.020 -5.995 -2.110
C -4.131 -6.699 -2.885
O -5.339 -6.332 -2.221
S -5.173 -4.828 -1.612
O -5.770 -3.896 -2.543
O -5.510 -4.864 -0.208
O -3.552 -4.720 -1.754
H -2.781 -6.534 -1.188
H -2.112 -5.876 -2.707
H -4.010 -7.785 -2.893
H -4.187 -6.332 -3.915
C 10.166 1.150 -2.163
C 9.893 2.562 -1.653
O 8.504 2.580 -1.328
S 8.061 1.096 -0.818
O 8.077 1.092 0.628
O 6.919 0.668 -1.594
O 9.377 0.289 -1.344
H 9.833 1.034 -3.199
H 11.223 0.882 -2.090
H 10.124 3.327 -2.398
H 10.456 2.766 -0.736
C 0.215 -4.969 1.150
C -0.479 -5.958 2.082
O -0.812 -7.075 1.260
S 0.320 -7.233 0.097
O 1.272 -8.232 0.527
O -0.345 -7.279 -1.185
O 1.009 -5.765 0.272
H -0.514 -4.419 0.545
H 0.844 -4.260 1.694
H -1.376 -5.537 2.542
H 0.202 -6.306 2.865
C -4.936 -7.562 3.594
C -4.688 -8.957 3.026
O -3.346 -9.275 3.390
S -3.003 -8.566 4.818
O -3.187 -9.547 5.865
O -1.790 -7.796 4.666
O -4.269 -7.540 4.855
H -4.487 -6.792 2.958
H -6.001 -7.352 3.722
H -4.812 -8.993 1.941
H -5.348 -9.695 3.492
C -0.097 5.677 -0.042
C -0.462 6.328 -1.373
O -1.817 5.956 -1.613
S -2.588 5.815 -0.182
O -3.300 7.048 0.069
O -3.219 4.517 -0.129
O -1.265 5.789 0.770
H 0.126 4.613 -0.172
H 0.751 6.169 0.440
H 0.181 5.993 -2.191
H -0.419 7.420 -1.302
C 11.231 -4.689 -1.197
C 10.389 -3.422 -1.066
O 11.314 -2.392 -0.727
S 12.751 -2.718 -1.428
O 12.837 -1.959 -2.655
O 13.774 -2.686 -0.409
O 12.449 -4.274 -1.812
H 11.470 -5.106 -0.214
H 10.737 -5.451 -1.805
H 9.616 -3.514 -0.300
H 9.924 -3.157 -2.022
C -1.036 4.213 -6.484
C -1.410 5.688 -6.606
O -2.607 5.833 -5.844
S -2.571 4.783 -4.596
O -2.110 5.491 -3.423
O -3.788 4.006 -4.619
O -1.350 3.850 -5.140
H -1.642 3.596 -7.154
H 0.024 4.038 -6.688
H -1.574 5.991 -7.643
H -0.644 6.328 -6.156
C -3.769 10.364 -0.351
C -4.611 11.630 -0.220
O -3.686 12.660 0.119
S -2.249 12.334 -0.582
O -2.163 13.093 -1.809
O -1.226 12.366 0.437
O -2.551 10.779 -0.966
H -3.530 9.946 0.632
H -4.263 9.601 -0.959
H -5.384 11.539 0.547
H -5.076 11.895 -1.176
C -10.229 -9.515 4.264
C -8.885 -10.098 4.691
O -8.128 -10.212 3.488
S -8.560 -9.008 2.475
O -7.597 -7.938 2.609
O -8.919 -9.590 1.202
O -9.926 -8.563 3.246
H -10.872 -10.287 3.829
H -10.752 -9.033 5.094
H -8.988 -11.072 5.175
H -8.353 -9.414 5.361
C -10.309 10.866 0.456
C -9.484 11.922 -0.273
O -8.138 11.456 -0.206
S -8.141 9.825 -0.221
O -7.894 9.386 -1.577
O -7.374 9.356 0.910
O -9.725 9.613 0.101
H -10.230 10.983 1.541
H -11.363 10.891 0.164
H -9.573 12.910 0.185
H -9.767 11.984 -1.329
C 8.538 -4.787 4.578
C 9.385 -3.646 4.021
O 10.242 -4.254 3.057
S 9.461 -5.512 2.372
O 8.892 -5.063 1.121
O 10.299 -6.683 2.480
O 8.256 -5.632 3.464
H 9.099 -5.370 5.315
H 7.609 -4.429 5.030
H 9.970 -3.145 4.795
H 8.762 -2.910 3.502
*
```

Properties
- HOMO (eV) = -10.64
- LUMO energy (Ha) = -0.013
- Kohn-Sham gap (eV) = 10.27

***

Entry 3:
Below is 2 unconnected molecules or ions with the total composition C2H8N3 in a non-equilibrium geometry, with properties calculated with the ωB97M-V functional and the def2-TZVPD basis.

Structure (ORCA input):
```
! RIJCOSX wB97M-V def2-TZVPD def2/J DEFGRID3
* xyz 1 1
N -1.191 1.218 0.180
C -0.933 1.035 -1.096
N 0.016 0.292 -1.581
H -0.717 0.798 0.957
H -1.929 1.854 0.430
H -1.560 1.642 -1.741
H 0.008 0.129 -2.578
H 0.764 -0.181 -1.025
C 0.796 -1.455 1.497
N 1.422 -1.245 0.411
H -0.187 -1.919 1.394
H 1.158 -1.276 2.508
H 2.355 -0.892 0.642
*
```

Properties
- energy relative to the best compared isomer or geometry (same formula, charge and spin) (eV) = 1.3089
- HOMO (eV) = -14.89
- LUMO energy (Ha) = -0.127
- Kohn-Sham gap (eV) = 11.43

***

Entry 4:
Below is a molecular structure, C23H39AsN6O2ReS2Si, with properties calculated with the ωB97M-V functional and the def2-TZVPD basis.

Structure (ORCA input):
```
! RIJCOSX wB97M-V def2-TZVPD def2/J DEFGRID3
* xyz 2 4
Re -0.018 0.052 0.072
C 2.841 -0.050 6.255
Si 3.403 0.671 4.649
C 5.241 0.603 4.445
C 2.833 2.428 4.468
C 2.747 -0.459 3.239
C 3.357 -1.713 3.084
C 3.094 -2.546 2.000
C 2.194 -2.134 1.059
N 1.558 -0.959 1.199
C 1.818 -0.158 2.247
S 0.741 1.213 2.065
H 3.232 0.557 7.082
H 3.206 -1.074 6.391
H 1.749 -0.058 6.328
H 5.716 1.256 5.188
H 5.540 0.950 3.451
H 5.640 -0.407 4.593
H 3.381 3.036 5.200
H 1.763 2.549 4.673
H 3.050 2.833 3.473
H 4.064 -2.054 3.840
H 3.594 -3.498 1.884
H 1.970 -2.726 0.182
C -3.916 3.966 1.223
C -3.562 2.652 1.872
N -2.400 2.065 1.180
C -1.510 2.722 0.419
N -0.511 2.043 -0.204
C 0.581 2.828 -0.831
C 0.032 4.072 -1.487
C -0.678 4.885 -0.439
N -1.640 4.055 0.301
C -2.650 4.784 1.096
H -4.643 4.499 1.827
H -4.350 3.795 0.235
H -4.384 1.946 1.804
H -3.329 2.796 2.925
H -2.254 1.091 1.323
H 1.078 2.193 -1.563
H 1.326 3.096 -0.078
H -0.671 3.808 -2.274
H 0.839 4.656 -1.932
H -1.231 5.702 -0.897
H 0.040 5.324 0.255
H -2.844 5.725 0.588
H -2.246 5.016 2.087
C -0.149 1.129 -4.028
As -1.882 0.660 -3.361
C -3.022 2.190 -3.569
C -2.584 -0.672 -4.539
S -2.158 -0.144 -1.377
H -0.194 0.972 -5.104
H 0.594 0.472 -3.594
H 0.062 2.170 -3.817
H -2.614 2.845 -4.338
H -3.100 2.718 -2.624
H -4.007 1.840 -3.870
H -2.810 -0.205 -5.496
H -3.487 -1.077 -4.099
H -1.849 -1.460 -4.671
C -1.843 -4.808 0.711
N -1.025 -3.939 -0.167
C -0.494 -4.381 -1.364
C 0.196 -3.598 -2.218
C 0.397 -2.213 -1.873
O 0.931 -1.336 -2.551
N -0.071 -1.866 -0.618
C -0.845 -2.635 0.196
O -1.333 -2.105 1.203
H -1.678 -5.842 0.427
H -2.898 -4.567 0.616
H -1.548 -4.662 1.744
H -0.674 -5.426 -1.581
H 0.592 -3.985 -3.144
*
```

Properties
- energy relative to the best compared isomer or geometry (same formula, charge and spin) (eV) = 2.5400
- HOMO (alpha / beta) (eV) = -13.77 / -13.93
- LUMO energy (alpha / beta) (Ha) = -0.215 / -0.255
- Kohn-Sham gap (alpha / beta) (eV) = 7.92 / 6.99
- expectation value of S² = 3.780

***

Entry 5:
Below is 2 unconnected molecules or ions with the total composition C4H13NO2 in a non-equilibrium geometry, with properties calculated with the ωB97M-V functional and the def2-TZVPD basis.

Structure (ORCA input):
```
! RIJCOSX wB97M-V def2-TZVPD def2/J DEFGRID3
* xyz 0 1
N -1.872 1.048 1.033
C -0.686 1.314 0.262
C 0.607 1.103 0.903
C 1.030 -0.405 1.080
C 1.405 -0.949 -0.318
O 2.354 -0.011 -0.852
H -2.676 1.065 0.447
H -1.830 0.103 1.417
H -0.695 2.467 -0.096
H -0.695 0.629 -0.615
H 1.352 1.678 0.277
H 0.753 1.534 1.936
H 1.776 -0.453 1.837
H 0.160 -0.979 1.511
H 1.778 -1.961 -0.270
H 0.411 -0.965 -0.776
H 2.810 0.288 -0.067
O -2.223 -1.743 -1.823
H -2.502 -0.866 -1.870
H -2.717 -2.215 -1.126
*
```

Properties
- energy relative to the best compared isomer or geometry (same formula, charge and spin) (eV) = 1.6175
- HOMO (eV) = -9.31
- LUMO energy (Ha) = 0.021
- SMILES string = NCCCCO.O
- Kohn-Sham gap (eV) = 9.88

***

Entry 6:
Below is 6 unconnected molecules or ions with the total composition H12O6 in a non-equilibrium geometry, with properties calculated with the ωB97M-V functional and the def2-TZVPD basis.

Structure (ORCA input):
```
! RIJCOSX wB97M-V def2-TZVPD def2/J DEFGRID3
* xyz 0 1
O -6.009 29.662 -7.620
H -6.066 28.776 -7.324
H -6.507 29.729 -8.469
O -7.023 29.374 -10.083
H -7.932 29.623 -10.104
H -7.123 28.528 -10.516
O -5.243 26.788 -10.810
H -5.723 27.075 -11.561
H -4.629 26.183 -11.211
O -2.303 29.594 -10.626
H -1.517 29.602 -11.226
H -3.029 29.741 -11.235
O -4.845 29.822 -11.786
H -5.047 29.684 -12.730
H -5.617 29.726 -11.211
O -5.092 28.887 -14.835
H -4.773 28.160 -14.346
H -4.349 29.437 -15.009
*
```

Properties
- energy relative to the best compared isomer or geometry (same formula, charge and spin) (eV) = 1.7990
- HOMO (eV) = -10.48
- LUMO energy (Ha) = -0.005
- SMILES string = O.O.O.O.O.O
- Kohn-Sham gap (eV) = 10.35

***

Entry 7:
Below is a molecular structure, C10H13OS in a non-equilibrium geometry, with properties calculated with the ωB97M-V functional and the def2-TZVPD basis.

Structure (ORCA input):
```
! RIJCOSX wB97M-V def2-TZVPD def2/J DEFGRID3
* xyz 1 1
C 3.207 -1.489 -0.696
C 1.300 0.575 0.142
C 4.591 0.350 -0.219
C -2.281 0.230 -0.491
C -1.049 0.642 0.000
C -3.410 0.966 -0.072
C 0.104 -0.152 -0.013
C 5.872 0.661 0.380
C -4.863 0.536 -0.197
C 0.063 -1.634 -0.119
O 4.160 -0.757 -0.590
S 2.569 1.459 0.139
H 2.776 -1.875 -1.572
H -2.538 -0.628 -1.153
H -1.022 1.567 0.472
H -3.139 1.983 0.305
H 5.740 1.716 0.544
H 6.825 0.589 -0.187
H 6.088 0.109 1.294
H -5.369 1.396 -0.682
H -4.910 -0.414 -0.869
H -5.372 0.200 0.745
H -0.028 -1.923 -1.165
H -0.720 -2.053 0.418
H 1.015 -2.017 0.073
*
```

Properties
- energy relative to the best compared isomer or geometry (same formula, charge and spin) (eV) = 8.6024
- HOMO (alpha / beta) (eV) = -11.85 / -11.85
- LUMO energy (alpha / beta) (Ha) = -0.176 / -0.176
- Kohn-Sham gap (alpha / beta) (eV) = 7.05 / 7.05

***

Entry 8:
Below is a molecular structure, C6H15NO2Sn in a non-equilibrium geometry, with properties calculated with the ωB97M-V functional and the def2-TZVPD basis.

Structure (ORCA input):
```
! RIJCOSX wB97M-V def2-TZVPD def2/J DEFGRID3
* xyz 2 1
C -1.469 1.992 -1.686
C -0.228 1.100 -1.696
N -0.562 -0.285 -1.208
C 0.211 -0.717 -0.074
C -0.297 -0.174 1.269
O -0.469 1.205 1.240
C 0.680 1.950 1.638
O -0.030 -2.200 -0.026
C 0.802 -2.938 0.934
H -2.342 1.352 -1.640
H -1.490 2.609 -0.802
H -1.548 2.583 -2.588
H 0.516 1.524 -1.035
H 0.208 1.053 -2.684
H -0.319 -0.919 -1.984
H 1.286 -0.591 -0.205
H -1.258 -0.641 1.465
H 0.428 -0.431 2.045
H 0.467 2.989 1.435
H 1.577 1.675 1.082
H 0.876 1.839 2.702
H 0.870 -3.994 0.610
H 1.790 -2.504 1.018
H 0.307 -2.964 1.895
Sn -0.010 -3.512 -1.708
*
```

Properties
- energy relative to the best compared isomer or geometry (same formula, charge and spin) (eV) = 1.1107
- HOMO (eV) = -16.47
- LUMO energy (Ha) = -0.423
- Kohn-Sham gap (eV) = 4.95